[1]
{
  "formula": "CH2O4S",
  "method": "wB97M-V/def2-TZVPD",
  "symbols": ["C", "O", "O", "O", "O", "S", "H", "H"],
  "positions_angstrom": [[1.248723, 0.807500, -0.077761], [-1.082784, -1.601638, -0.451615], [-1.638477, 0.385898, 1.068164], [0.088744, 0.961913, -0.730587], [1.395121, -0.185150, 0.529560], [-1.393036, 0.034529, -0.296586], [1.909688, 1.655683, -0.258009], [-0.527980, -2.058738, 0.216836]],
  "forces_ev_per_angstrom": [[-1.81, 0.11, -1.11], [0.22, 1.41, 0.21], [0.21, -0.29, 0.15], [-1.39, 0.34, -0.66], [1.82, -1.67, 1.93], [0.79, -0.73, -0.56], [0.31, 0.03, 0.16], [-0.15, 0.79, -0.11]],
  "nbo_charge": [0.652, -0.892, -0.877, -0.719, -0.575, 1.753, 0.138, 0.520],
  "gap_ev": 11.55,
  "lumo_energy_ev": 0.63
}



[2]
{
  "formula": "CH2O4S",
  "method": "wB97M-V/def2-TZVPD",
  "symbols": ["C", "O", "O", "O", "O", "S", "H", "H"],
  "positions_angstrom": [[-0.436249, 0.087698, 0.128930], [-2.907366, -0.864842, -0.825681], [-0.691433, 1.389127, -0.061992], [-1.297414, -0.537765, 1.023104], [-2.195198, 1.394890, -0.116998], [-2.778937, -0.028911, 0.349889], [-0.480179, -0.449640, -0.782208], [0.575457, -0.071129, 0.582502]],
  "forces_ev_per_angstrom": [[3.81, -2.00, 2.44], [-0.17, 0.39, -0.08], [8.51, 1.29, -0.50], [-1.46, 1.32, -0.33], [-9.08, -0.12, 0.16], [-1.22, -0.99, 0.42], [0.09, -0.24, -1.62], [-0.47, 0.34, -0.50]],
  "lowdin_spin": [0.080, 0.041, 0.987, 0.058, 0.678, 0.091, 0.034, 0.030],
  "gap_ev": [8.96, 7.68],
  "lumo_energy_ev": [0.85, -3.29],
  "spin_multiplicity": 3
}



[3]
{
  "formula": "CH2O4S2",
  "method": "wB97M-V/def2-TZVPD",
  "symbols": ["C", "O", "O", "O", "O", "S", "S", "H", "H"],
  "positions_angstrom": [[-0.660037, -0.098047, -0.204419], [-0.015371, -2.683900, -0.622643], [-0.517861, 2.681534, 0.874602], [1.409945, -1.026565, -1.628316], [0.984870, 0.944921, 1.717125], [0.744340, -1.399088, -0.358523], [0.514845, 1.648753, 0.457466], [-1.104898, -0.217342, 0.786672], [-1.355833, 0.149734, -1.021963]],
  "forces_ev_per_angstrom": [[2.25, 1.50, 0.99], [-0.13, -0.17, 0.52], [0.38, -0.28, -0.80], [0.84, 0.70, -0.82], [0.34, 0.72, -0.86], [-1.96, -0.18, -0.32], [-1.86, -1.82, 1.45], [-0.25, -0.04, -0.18], [0.40, -0.43, 0.03]],
  "nbo_charge": [-0.853, -1.116, -1.085, -1.096, -1.069, 1.475, 1.391, 0.183, 0.170],
  "total_charge": -2,
  "gap_ev": 5.60,
  "lumo_energy_ev": 6.42
}



[4]
{
  "formula": "CH2O5P",
  "method": "wB97M-V/def2-TZVPD",
  "symbols": ["C", "O", "O", "O", "O", "O", "P", "H", "H"],
  "positions_angstrom": [[1.715043, -0.317884, 0.181579], [0.397685, -0.663502, -0.543205], [2.078976, 0.801360, -0.086783], [-2.004773, -0.086845, -1.161488], [-1.240851, 0.632202, 1.152740], [2.113442, -1.233195, 0.868894], [-0.666886, 0.603261, -0.490632], [-1.840939, -0.881124, -1.661364], [-0.551693, 1.145724, 1.740256]],
  "forces_ev_per_angstrom": [[-0.37, -0.98, 0.04], [-1.63, 0.83, 0.25], [0.58, 1.51, -0.14], [-0.14, 0.31, 0.47], [2.15, 0.96, 0.38], [0.04, -0.40, 0.10], [0.90, -0.18, 0.89], [0.34, -0.56, -0.01], [-1.87, -1.48, -1.97]],
  "nbo_charge": [0.965, -0.941, -0.747, -1.030, -1.036, -0.719, 1.527, 0.494, 0.487],
  "smiles": "O=C([O-])OP(O)O",
  "total_charge": -1,
  "gap_ev": 8.64,
  "lumo_energy_ev": 3.88
}



[5]
{
  "formula": "CH2OS3",
  "method": "wB97M-V/def2-TZVPD",
  "symbols": ["C", "O", "S", "S", "S", "H", "H"],
  "positions_angstrom": [[-1.741579, 0.454627, -0.035223], [0.199672, -1.099141, 0.085617], [-0.866438, 1.736497, 0.100099], [-2.791600, -0.675535, -0.164457], [1.625495, -0.794538, 0.160892], [1.888021, -0.045291, -1.007560], [1.686431, 0.423380, 0.860632]],
  "forces_ev_per_angstrom": [[-0.71, 0.30, 0.00], [-0.87, -1.20, 0.09], [0.08, 0.03, -0.01], [0.22, 0.10, -0.01], [0.83, 1.69, -0.47], [0.20, -0.41, 0.65], [0.25, -0.50, -0.25]],
  "nbo_charge": [-0.330, -0.983, 0.105, 0.206, 0.937, 0.031, 0.033],
  "gap_ev": 9.56,
  "lumo_energy_ev": 0.24
}



[6]
{
  "formula": "CH2S3",
  "method": "wB97M-V/def2-TZVPD",
  "symbols": ["C", "S", "S", "S", "H", "H"],
  "positions_angstrom": [[2.330193, 0.822653, -0.036359], [2.156558, -0.569300, -0.740595], [2.411441, 2.169709, 0.748797], [-2.576324, -0.271644, 0.246926], [-1.363000, -0.668331, 0.075049], [-2.958867, -1.483086, -0.293816]],
  "forces_ev_per_angstrom": [[-0.36, -0.33, 0.20], [0.24, 0.98, 0.34], [0.09, -0.65, -0.54], [-1.56, -0.76, -0.34], [1.66, -0.16, -0.07], [-0.07, 0.93, 0.41]],
  "nbo_charge": [-0.354, 0.163, 0.191, -0.277, 0.128, 0.149],
  "gap_ev": 9.52,
  "lumo_energy_ev": -0.26
}



[7]
{
  "formula": "CH2S3",
  "method": "wB97M-V/def2-TZVPD",
  "symbols": ["C", "S", "S", "S", "H", "H"],
  "positions_angstrom": [[1.675401, 0.310187, 0.612594], [1.200322, -1.131694, 0.522517], [-1.249275, -1.288973, -0.180899], [-2.065384, 0.263427, 0.758068], [1.539315, 1.400406, 0.422385], [-1.746757, -0.863028, -1.334633]],
  "forces_ev_per_angstrom": [[-0.25, 0.32, -0.08], [0.29, 1.22, -0.37], [-0.93, -0.39, 0.62], [0.35, 0.35, 0.58], [-0.06, -1.24, 0.25], [0.60, -0.25, -1.01]],
  "nbo_charge": [-0.421, 0.506, 0.008, -0.505, 0.265, 0.148],
  "smiles": "C#S#[SH]=S",
  "gap_ev": [6.34, 6.02],
  "lumo_energy_ev": [-1.21, -1.32]
}



[8]
{
  "formula": "CH30F3O18S",
  "method": "wB97M-V/def2-TZVPD",
  "symbols": ["C", "F", "F", "F", "S", "O", "O", "O", "O", "H", "H", "O", "H", "H", "O", "H", "H", "O", "H", "H", "O", "H", "H", "O", "H", "H", "O", "H", "H", "O", "H", "H", "O", "H", "H", "O", "H", "H", "O", "H", "H", "O", "H", "H", "O", "H", "H", "O", "H", "H", "O", "H", "H"],
  "positions_angstrom": [[0.378555, -0.658992, -0.047105], [-0.386464, -1.666545, -0.342869], [0.890785, -0.903204, 1.109686], [1.388395, -0.465783, -0.969897], [-0.696747, 0.981805, 0.118119], [-0.061862, 1.874437, 1.099740], [-0.797073, 1.568340, -1.232282], [-2.035784, 0.536404, 0.526432], [1.311387, -3.680647, -1.804646], [0.811208, -3.133375, -2.410089], [2.143094, -3.835605, -2.252403], [-3.047337, 0.165105, 3.059383], [-2.753133, 0.811685, 3.700948], [-2.599103, 0.409340, 2.249639], [4.305170, 0.957312, -2.428294], [4.242709, 1.441455, -3.251665], [3.696963, 0.225675, -2.533368], [-4.037013, -1.101120, -0.314333], [-4.489027, -0.936085, 0.513120], [-3.119317, -0.900213, -0.130713], [2.456194, -0.858888, -3.685126], [1.900035, -1.194565, -4.388141], [1.878302, -0.812193, -2.923489], [0.402968, 1.232518, 3.904855], [-0.239151, 1.125595, 4.606622], [-0.122545, 1.393982, 3.121273], [-0.561081, -5.062380, -0.397715], [0.081745, -4.562738, -0.901059], [-1.339206, -5.082242, -0.954809], [2.001924, -3.743754, 1.208022], [1.273406, -3.545817, 0.619527], [1.739470, -3.369657, 2.049087], [4.224538, -1.121162, 1.294906], [3.618044, -1.802306, 1.004311], [4.635247, -1.484347, 2.079540], [-3.916461, 1.968820, -0.590808], [-3.423607, 1.161556, -0.443639], [-3.787482, 2.162883, -1.519208], [-1.932695, 3.829860, -1.786566], [-1.935796, 3.925898, -2.738927], [-1.623945, 2.936343, -1.636467], [-0.580414, 4.692865, 1.483407], [-0.257519, 3.799386, 1.366471], [-1.513942, 4.588518, 1.667420], [0.452665, 2.400723, -3.630110], [0.205313, 2.156509, -2.738250], [-0.208152, 1.985816, -4.184561], [-2.040011, -2.285065, 2.155334], [-1.447408, -2.281925, 2.907025], [-2.678367, -1.598923, 2.350132], [2.666225, 2.844627, 2.272251], [2.026742, 2.148224, 2.421667], [2.899556, 2.761847, 1.347621]],
  "forces_ev_per_angstrom": [[-0.44, 2.64, -0.35], [-0.45, -0.68, -1.26], [1.19, -0.05, 1.38], [-1.14, -0.47, 0.76], [-0.78, 1.69, -0.75], [-0.10, -1.77, -0.80], [1.16, -1.64, 0.98], [1.57, -0.81, 0.59], [0.03, 0.19, -0.06], [-0.18, 0.23, -0.13], [0.35, -0.11, 0.02], [-0.39, -0.15, 0.68], [-0.09, 0.10, 0.19], [0.29, 0.32, -0.86], [0.40, 0.19, 0.38], [-0.16, 0.07, -0.17], [-0.01, -0.08, -0.20], [-0.42, -0.49, -0.44], [-0.13, 0.11, 0.17], [0.34, 0.02, 0.18], [0.12, -0.40, -0.09], [-0.06, 0.07, -0.29], [-0.28, 0.19, 0.33], [0.16, -0.19, 0.30], [-0.01, -0.01, 0.25], [-0.08, 0.18, -0.63], [-0.33, -0.34, 0.39], [0.40, -0.01, -0.27], [-0.27, 0.02, 0.02], [0.55, 0.04, 0.03], [-0.30, -0.06, -0.22], [-0.13, 0.06, 0.23], [0.13, 0.27, -0.09], [-0.30, -0.36, -0.11], [0.09, -0.05, 0.18], [-0.71, 0.37, -0.05], [-0.03, -0.15, 0.06], [0.05, 0.29, -0.12], [-0.62, 0.91, -0.38], [0.15, 0.17, -0.21], [0.18, -0.25, 0.31], [0.04, 0.56, 0.27], [0.17, -0.33, -0.13], [-0.23, -0.04, -0.13], [0.34, 0.17, -0.63], [-0.12, -0.09, 0.59], [-0.14, -0.09, -0.09], [0.21, -0.61, -0.44], [0.06, 0.08, 0.19], [-0.13, 0.26, 0.34], [0.28, 0.25, 0.18], [-0.24, -0.18, 0.14], [0.04, -0.03, -0.25]],
  "nbo_charge": [0.777, -0.297, -0.296, -0.349, 2.306, -0.993, -1.027, -1.040, -0.951, 0.477, 0.494, -0.981, 0.469, 0.502, -0.944, 0.465, 0.477, -0.956, 0.467, 0.486, -0.953, 0.472, 0.482, -0.951, 0.459, 0.487, -0.957, 0.479, 0.461, -0.951, 0.482, 0.469, -0.940, 0.478, 0.461, -0.959, 0.482, 0.462, -0.956, 0.449, 0.482, -0.952, 0.488, 0.459, -0.957, 0.497, 0.452, -0.956, 0.461, 0.486, -0.947, 0.480, 0.467],
  "total_charge": -1,
  "gap_ev": 9.23,
  "lumo_energy_ev": 1.71
}